No. 1
{
  "formula": "C49H50BClF5N6O10RbS2",
  "method": "ωB97M-V/def2-TZVPD",
  "e_lumo_ev": 3.20,
  "homo_energy_ev": -3.34,
  "gap_ha": 0.2407,
  "total_charge": -2,
  "de_lowest_kj_mol": 0.0,
  "elements": ["Rb", "O", "C", "N", "C", "O", "C", "C", "C", "C", "C", "N", "C", "C", "C", "C", "C", "N", "H", "H", "H", "H", "H", "H", "H", "H", "O", "S", "C", "C", "C", "C", "S", "O", "C", "C", "C", "C", "C", "C", "C", "C", "C", "C", "C", "C", "H", "H", "H", "H", "H", "H", "H", "H", "H", "H", "H", "H", "H", "H", "H", "H", "H", "H", "C", "C", "C", "C", "C", "C", "C", "F", "C", "C", "C", "O", "C", "C", "N", "C", "C", "O", "O", "H", "H", "H", "H", "H", "H", "H", "H", "H", "H", "H", "O", "H", "H", "C", "C", "N", "O", "H", "H", "H", "H", "H", "O", "H", "H", "F", "B", "F", "F", "F", "Cl", "C", "C", "C", "C", "N", "C", "H", "H", "H", "H"],
  "coordinates": [[0.36, 0.45, -0.57], [-4.67, 1.49, -2.60], [-3.56, 1.88, -2.20], [-2.39, 1.80, -2.83], [-2.13, 2.08, -4.09], [-2.68, 2.90, -4.84], [-0.97, 1.28, -4.69], [-0.87, 1.19, -6.07], [0.14, 0.42, -6.63], [1.03, -0.23, -5.79], [0.87, -0.07, -4.42], [-0.10, 0.68, -3.87], [-3.50, 2.47, -0.79], [-4.70, 2.64, -0.10], [-4.68, 3.26, 1.14], [-3.47, 3.66, 1.67], [-2.32, 3.43, 0.92], [-2.33, 2.86, -0.29], [-1.60, 1.72, -6.67], [0.22, 0.32, -7.71], [1.81, -0.89, -6.17], [1.50, -0.62, -3.73], [-5.61, 2.28, -0.57], [-5.61, 3.41, 1.69], [-3.37, 4.10, 2.66], [-1.36, 3.70, 1.33], [2.70, 0.35, -1.65], [3.65, 0.92, -2.65], [5.04, 1.62, -1.72], [5.78, 0.68, -0.76], [4.95, 0.00, 0.33], [4.25, 0.99, 1.25], [2.87, 0.28, 2.20], [2.06, -0.49, 1.19], [3.85, -0.97, 3.08], [3.31, -2.25, 3.13], [4.01, -3.25, 3.78], [5.22, -2.98, 4.40], [5.74, -1.69, 4.37], [5.05, -0.68, 3.72], [4.58, -0.43, -3.38], [4.39, -1.71, -2.90], [5.09, -2.75, -3.49], [5.96, -2.50, -4.54], [6.13, -1.21, -5.02], [5.43, -0.16, -4.45], [4.58, 2.47, -1.20], [5.71, 2.01, -2.49], [6.58, 1.28, -0.30], [6.27, -0.10, -1.35], [5.61, -0.65, 0.91], [4.20, -0.65, -0.12], [3.73, 1.77, 0.69], [4.91, 1.48, 1.97], [2.35, -2.44, 2.67], [3.60, -4.25, 3.81], [5.77, -3.77, 4.90], [6.68, -1.46, 4.86], [5.46, 0.33, 3.70], [3.69, -1.89, -2.08], [4.91, -3.76, -3.15], [6.49, -3.33, -5.01], [6.79, -1.02, -5.86], [5.52, 0.85, -4.84], [-5.40, 2.70, 5.13], [-5.64, 1.28, 4.66], [-7.00, 1.16, 4.00], [-7.23, -0.23, 3.45], [-6.15, -0.55, 2.45], [-6.39, -1.36, 1.36], [-5.36, -1.64, 0.47], [-5.64, -2.43, -0.59], [-4.11, -1.13, 0.63], [-3.85, -0.31, 1.73], [-2.47, 0.21, 1.91], [-1.62, 0.01, 1.04], [-2.25, 0.95, 3.14], [-3.30, 1.23, 3.93], [-4.59, 0.84, 3.71], [-4.87, 0.00, 2.63], [-0.91, 1.56, 3.55], [-0.98, 2.66, 4.15], [0.11, 0.87, 3.30], [-6.27, 3.04, 5.70], [-5.26, 3.37, 4.27], [-4.53, 2.80, 5.78], [-5.62, 0.61, 5.53], [-7.06, 1.89, 3.19], [-7.76, 1.43, 4.74], [-8.21, -0.32, 2.98], [-7.21, -0.96, 4.27], [-7.37, -1.78, 1.19], [-3.31, -1.35, -0.06], [-3.13, 1.85, 4.79], [2.74, -2.96, -0.21], [2.11, -3.05, -0.95], [2.44, -2.15, 0.24], [1.01, 4.63, 0.96], [1.76, 4.23, -0.28], [1.73, 5.13, -1.32], [2.34, 3.16, -0.38], [1.52, 5.47, 1.45], [0.97, 3.79, 1.65], [-0.01, 4.95, 0.72], [1.03, 5.84, -1.32], [2.01, 4.77, -2.21], [-0.11, -1.77, 2.96], [-0.11, -1.78, 1.99], [-0.08, -0.80, 3.12], [1.44, -4.97, -2.94], [1.36, -3.78, -3.71], [2.45, -3.73, -4.63], [0.13, -3.70, -4.40], [1.47, -2.67, -2.81], [-1.17, -6.51, 0.62], [-1.26, -4.98, -0.22], [-2.22, -4.78, -1.19], [-2.24, -3.55, -1.84], [-1.30, -2.60, -1.49], [-0.38, -2.80, -0.54], [-0.35, -3.98, 0.08], [-2.94, -5.56, -1.43], [-2.97, -3.34, -2.61], [-1.28, -1.65, -1.99], [0.42, -4.13, 0.83]]
}

=====

No. 2
{
  "formula": "C49H51AsKNP",
  "method": "ωB97M-V/def2-TZVPD",
  "e_lumo_ev": 2.45,
  "homo_energy_ev": -3.97,
  "gap_ha": 0.2357,
  "total_charge": -1,
  "de_lowest_kj_mol": 0.0,
  "elements": ["K", "C", "C", "C", "C", "N", "C", "C", "C", "C", "C", "C", "C", "H", "H", "H", "H", "H", "H", "H", "H", "C", "C", "C", "C", "C", "C", "H", "H", "H", "H", "H", "C", "C", "C", "C", "P", "C", "C", "C", "C", "C", "C", "C", "C", "C", "C", "H", "H", "H", "H", "H", "H", "H", "H", "H", "H", "H", "H", "H", "H", "H", "H", "H", "H", "H", "H", "H", "H", "H", "C", "C", "C", "C", "C", "C", "As", "C", "C", "C", "C", "C", "C", "C", "C", "C", "C", "C", "C", "H", "H", "H", "H", "H", "H", "H", "H", "H", "H", "H", "H", "H", "H", "H"],
  "coordinates": [[-0.78, 0.36, 0.40], [-3.59, -2.08, 3.82], [-4.21, -1.03, 4.46], [-3.68, 0.24, 4.33], [-2.54, 0.45, 3.55], [-1.96, -0.58, 2.90], [-2.48, -1.80, 3.05], [-1.94, 1.82, 3.45], [-1.91, 2.56, 4.65], [-1.43, 3.85, 4.66], [-1.00, 4.41, 3.46], [-1.03, 3.64, 2.30], [-1.47, 2.30, 2.21], [-3.97, -3.10, 3.87], [-5.11, -1.19, 5.05], [-4.15, 1.09, 4.80], [-1.98, -2.60, 2.51], [-2.25, 2.11, 5.58], [-1.39, 4.42, 5.59], [-0.63, 5.43, 3.44], [-0.66, 4.13, 1.39], [2.38, -1.47, -3.73], [1.10, -1.32, -4.25], [0.01, -1.16, -3.39], [0.12, -1.17, -1.99], [1.44, -1.31, -1.51], [2.55, -1.45, -2.35], [3.24, -1.59, -4.38], [0.95, -1.33, -5.33], [-0.96, -1.06, -3.86], [1.64, -1.35, -0.44], [3.54, -1.55, -1.92], [1.43, 5.40, -0.82], [2.50, 4.89, 0.16], [2.23, 5.54, 1.52], [3.86, 5.32, -0.37], [2.18, 3.04, 0.30], [2.83, 2.46, -1.32], [1.87, 2.12, -2.27], [2.23, 1.72, -3.55], [3.57, 1.66, -3.91], [4.54, 1.98, -2.97], [4.17, 2.38, -1.70], [3.29, 2.30, 1.62], [2.50, 2.42, 2.94], [4.69, 2.85, 1.85], [3.38, 0.80, 1.30], [1.49, 6.49, -0.86], [0.42, 5.13, -0.51], [1.60, 5.02, -1.83], [2.21, 6.63, 1.40], [3.02, 5.32, 2.24], [1.28, 5.23, 1.95], [3.88, 6.41, -0.45], [4.06, 4.91, -1.36], [4.68, 5.02, 0.28], [0.82, 2.14, -2.00], [1.46, 1.43, -4.26], [3.85, 1.31, -4.89], [5.59, 1.91, -3.23], [4.95, 2.64, -0.99], [2.44, 3.44, 3.30], [3.01, 1.83, 3.71], [1.48, 2.05, 2.84], [4.68, 3.89, 2.15], [5.34, 2.76, 0.98], [5.17, 2.28, 2.66], [2.38, 0.35, 1.23], [3.91, 0.30, 2.11], [3.89, 0.60, 0.36], [-5.34, -5.32, 1.29], [-5.47, -3.94, 1.19], [-4.42, -3.19, 0.68], [-3.23, -3.78, 0.24], [-3.12, -5.16, 0.35], [-4.17, -5.93, 0.86], [-1.86, -2.47, -0.49], [-0.49, -3.81, -0.80], [0.17, -4.29, 0.32], [1.18, -5.23, 0.20], [1.54, -5.71, -1.05], [0.89, -5.23, -2.18], [-0.12, -4.28, -2.06], [-2.85, -2.34, -2.17], [-3.32, -1.08, -2.54], [-4.11, -0.93, -3.67], [-4.42, -2.03, -4.46], [-3.96, -3.29, -4.09], [-3.20, -3.44, -2.94], [-6.15, -5.92, 1.69], [-6.37, -3.45, 1.52], [-4.53, -2.11, 0.63], [-2.22, -5.67, 0.03], [-4.06, -7.00, 0.94], [-0.09, -3.92, 1.31], [1.70, -5.59, 1.09], [2.33, -6.44, -1.15], [1.18, -5.57, -3.17], [-0.58, -3.87, -2.95], [-3.06, -0.21, -1.95], [-4.46, 0.06, -3.95], [-5.02, -1.91, -5.35], [-4.21, -4.16, -4.69], [-2.88, -4.43, -2.64]]
}

=====

No. 3
{
  "formula": "C49H53F3N9O16",
  "method": "ωB97M-V/def2-TZVPD",
  "e_lumo_ev": -3.48,
  "homo_energy_ev": -11.07,
  "gap_ha": 0.2787,
  "total_charge": 1,
  "elements": ["O", "C", "O", "C", "C", "C", "C", "N", "C", "N", "C", "O", "C", "O", "C", "C", "O", "N", "O", "C", "C", "C", "F", "C", "F", "F", "C", "C", "C", "C", "N", "C", "H", "H", "H", "H", "H", "H", "H", "H", "H", "H", "H", "H", "H", "H", "H", "H", "H", "H", "H", "H", "H", "H", "H", "H", "H", "H", "H", "H", "C", "C", "C", "C", "C", "C", "N", "O", "O", "H", "H", "H", "H", "H", "C", "C", "C", "C", "C", "C", "N", "O", "O", "H", "H", "H", "H", "H", "C", "C", "C", "C", "C", "C", "N", "O", "O", "H", "H", "H", "H", "H", "C", "C", "C", "C", "C", "C", "N", "O", "O", "H", "H", "H", "H", "H", "C", "C", "C", "C", "C", "C", "N", "O", "O", "H", "H", "H", "H", "H"],
  "coordinates": [[2.10, -5.39, 3.73], [1.13, -5.11, 3.06], [0.72, -5.92, 2.03], [0.59, -5.24, 0.80], [0.36, -6.29, -0.28], [-0.12, -5.67, -1.60], [1.07, -5.39, -2.51], [0.68, -4.85, -3.83], [0.19, -3.52, -3.70], [0.93, -2.62, -3.15], [0.58, -1.21, -3.01], [0.46, -0.90, -1.66], [1.58, -0.14, -1.20], [1.63, -0.26, 0.17], [1.51, 0.97, 0.87], [0.16, 1.65, 0.69], [0.08, 2.79, 1.54], [-1.06, -3.23, -4.20], [-1.53, -4.24, -5.03], [-2.07, -2.94, -3.15], [-3.12, -1.95, -3.73], [-4.39, -2.16, -2.99], [-5.17, -3.17, -3.36], [-4.67, -1.36, -1.92], [-4.79, -0.06, -2.05], [-4.80, -1.79, -0.69], [1.77, -4.80, -4.80], [1.43, -4.74, -6.13], [2.47, -4.65, -6.99], [3.78, -4.66, -6.59], [4.10, -4.73, -5.31], [3.09, -4.78, -4.47], [0.52, -4.23, 3.32], [1.49, -4.68, 0.54], [-0.28, -4.56, 0.78], [1.27, -6.86, -0.46], [-0.38, -7.02, 0.05], [-0.68, -4.74, -1.43], [-0.75, -6.42, -2.07], [1.82, -4.79, -1.98], [1.54, -6.35, -2.70], [1.85, -2.91, -2.81], [-0.35, -0.94, -3.51], [1.37, -0.63, -3.47], [1.55, 0.90, -1.54], [2.46, -0.64, -1.60], [1.61, 0.74, 1.92], [2.29, 1.69, 0.61], [-0.01, 1.96, -0.34], [-0.66, 0.98, 0.96], [0.09, 3.57, 0.98], [-1.84, -4.98, -4.50], [-2.55, -3.84, -2.76], [-1.61, -2.42, -2.30], [-2.75, -0.93, -3.67], [-3.19, -2.18, -4.80], [0.41, -4.72, -6.46], [2.26, -4.57, -8.05], [4.57, -4.59, -7.32], [3.35, -4.81, -3.42], [-7.33, -0.46, -4.44], [-8.62, -0.50, -4.95], [-8.84, -0.29, -6.31], [-7.76, -0.05, -7.13], [-6.47, 0.01, -6.63], [-6.26, -0.20, -5.28], [-7.98, 0.15, -8.57], [-9.12, 0.12, -8.97], [-7.00, 0.33, -9.27], [-7.17, -0.62, -3.39], [-9.46, -0.70, -4.30], [-9.84, -0.32, -6.71], [-5.63, 0.20, -7.29], [-5.25, -0.16, -4.88], [-1.52, 2.20, 5.49], [-1.78, 2.45, 6.83], [-1.13, 3.48, 7.48], [-0.23, 4.26, 6.78], [0.05, 4.01, 5.44], [-0.60, 2.98, 4.79], [0.46, 5.36, 7.45], [0.23, 5.55, 8.63], [1.23, 6.03, 6.78], [-2.03, 1.39, 4.98], [-2.50, 1.84, 7.36], [-1.34, 3.68, 8.52], [0.76, 4.62, 4.91], [-0.39, 2.78, 3.75], [7.09, -2.39, 2.28], [7.44, -3.15, 1.17], [6.53, -3.36, 0.15], [5.27, -2.79, 0.26], [4.90, -2.03, 1.36], [5.82, -1.84, 2.38], [4.31, -2.98, -0.82], [4.63, -3.65, -1.77], [3.21, -2.44, -0.71], [7.81, -2.23, 3.07], [8.43, -3.59, 1.10], [6.80, -3.95, -0.71], [3.91, -1.60, 1.44], [5.55, -1.25, 3.24], [-5.73, 5.36, 3.12], [-5.69, 4.91, 1.80], [-4.53, 5.04, 1.06], [-3.42, 5.61, 1.66], [-3.44, 6.06, 2.96], [-4.61, 5.93, 3.70], [-2.17, 5.72, 0.89], [-2.18, 5.33, -0.26], [-1.20, 6.20, 1.45], [-6.64, 5.25, 3.70], [-6.57, 4.46, 1.35], [-4.50, 4.69, 0.04], [-2.57, 6.51, 3.41], [-4.64, 6.28, 4.72], [5.54, 7.65, 7.07], [4.41, 6.94, 6.69], [4.52, 5.86, 5.83], [5.77, 5.50, 5.36], [6.91, 6.20, 5.73], [6.79, 7.28, 6.58], [5.89, 4.34, 4.47], [4.87, 3.76, 4.16], [7.00, 4.02, 4.10], [5.45, 8.49, 7.74], [3.44, 7.23, 7.07], [3.64, 5.32, 5.54], [7.88, 5.91, 5.35], [7.67, 7.83, 6.88]]
}

=====

No. 4
{
  "formula": "C49H53I2N12OSiY",
  "method": "ωB97M-V/def2-TZVPD",
  "e_lumo_ev": -5.95,
  "homo_energy_ev": -12.79,
  "gap_ha": 0.2513,
  "total_charge": 2,
  "de_lowest_kj_mol": 0.0,
  "elements": ["Y", "C", "C", "N", "C", "C", "N", "C", "C", "C", "C", "C", "N", "C", "C", "N", "C", "C", "N", "C", "C", "C", "N", "C", "C", "H", "H", "H", "H", "H", "H", "H", "H", "H", "H", "H", "H", "C", "N", "C", "C", "N", "C", "C", "N", "C", "C", "N", "C", "N", "C", "C", "C", "N", "C", "H", "H", "H", "H", "H", "H", "H", "H", "H", "H", "H", "H", "H", "H", "H", "H", "H", "H", "H", "H", "H", "H", "H", "H", "I", "C", "I", "H", "H", "O", "Si", "C", "C", "C", "C", "C", "C", "C", "C", "C", "C", "C", "C", "C", "C", "C", "C", "C", "C", "H", "H", "H", "H", "H", "H", "H", "H", "H", "H", "H", "H", "H", "H", "H"],
  "coordinates": [[-0.20, -0.44, -0.33], [-2.82, -4.38, -1.60], [-2.03, -3.56, -0.80], [-2.16, -2.23, -0.81], [-3.11, -1.73, -1.61], [-3.84, -2.56, -2.45], [-3.70, -3.88, -2.45], [-3.37, -0.27, -1.55], [-4.57, 0.25, -2.01], [-4.81, 1.62, -1.94], [-3.82, 2.41, -1.35], [-2.67, 1.82, -0.87], [-2.43, 0.50, -0.99], [-1.62, 2.62, -0.19], [-1.79, 3.94, 0.20], [-0.83, 4.62, 0.81], [0.32, 4.00, 1.01], [0.51, 2.68, 0.64], [-0.47, 1.99, 0.06], [-6.05, 2.21, -2.46], [-6.03, 3.41, -3.16], [-7.23, 3.92, -3.64], [-8.40, 3.33, -3.45], [-8.42, 2.18, -2.78], [-7.28, 1.58, -2.27], [-2.71, -5.46, -1.56], [-1.28, -3.98, -0.16], [-4.55, -2.16, -3.16], [-5.33, -0.39, -2.43], [-3.98, 3.47, -1.26], [-2.73, 4.47, 0.05], [1.13, 4.56, 1.47], [1.45, 2.17, 0.79], [-5.10, 3.94, -3.35], [-7.24, 4.85, -4.20], [-9.39, 1.72, -2.64], [-7.36, 0.65, -1.72], [3.39, -3.53, 5.06], [2.15, -4.12, 4.59], [1.60, -5.29, 5.27], [0.68, -5.89, 4.21], [0.57, -4.84, 3.20], [-0.73, -4.60, 2.61], [1.42, -3.78, 3.49], [1.42, -2.72, 2.76], [2.03, -1.49, 3.23], [1.67, -0.33, 2.31], [0.25, -0.24, 2.00], [-0.62, 0.47, 2.65], [-0.48, 1.43, 3.58], [0.73, 1.94, 4.20], [-1.73, 2.16, 3.79], [-2.76, 1.36, 2.99], [-1.97, 0.34, 2.29], [-2.55, -1.00, 2.31], [4.00, -4.32, 5.48], [3.23, -2.77, 5.83], [3.94, -3.10, 4.23], [1.06, -5.00, 6.17], [2.40, -5.97, 5.55], [-0.31, -6.13, 4.62], [1.09, -6.80, 3.77], [-1.50, -4.41, 3.37], [-1.04, -5.46, 2.02], [-0.67, -3.73, 1.97], [3.13, -1.53, 3.23], [1.73, -1.26, 4.26], [2.19, -0.48, 1.36], [2.08, 0.60, 2.71], [1.38, 1.13, 4.52], [0.44, 2.50, 5.09], [1.28, 2.61, 3.54], [-1.62, 3.19, 3.42], [-1.97, 2.21, 4.86], [-3.31, 1.98, 2.28], [-3.49, 0.88, 3.65], [-2.87, -1.28, 3.32], [-1.81, -1.73, 1.98], [-3.41, -1.04, 1.65], [1.51, -3.09, -0.11], [1.67, -3.16, -2.24], [0.26, -1.95, -3.30], [1.51, -4.18, -2.57], [2.65, -2.79, -2.52], [1.57, 0.28, -1.00], [2.73, 0.97, -1.93], [3.63, 2.27, -0.93], [3.28, 3.62, -1.09], [3.85, 4.61, -0.31], [4.78, 4.28, 0.67], [5.15, 2.95, 0.84], [4.58, 1.96, 0.04], [1.87, 1.80, -3.38], [0.48, 1.86, -3.46], [-0.16, 2.48, -4.52], [0.58, 3.06, -5.53], [1.97, 3.02, -5.47], [2.60, 2.40, -4.40], [3.82, -0.46, -2.50], [4.42, -1.30, -1.56], [5.14, -2.42, -1.94], [5.26, -2.74, -3.28], [4.66, -1.93, -4.24], [3.95, -0.80, -3.85], [2.57, 3.90, -1.86], [3.58, 5.65, -0.47], [5.23, 5.05, 1.27], [5.90, 2.68, 1.58], [4.92, 0.94, 0.18], [-0.13, 1.43, -2.66], [-1.25, 2.51, -4.56], [0.09, 3.54, -6.37], [2.56, 3.47, -6.26], [3.69, 2.39, -4.38], [4.32, -1.08, -0.50], [5.61, -3.05, -1.19], [5.82, -3.62, -3.59], [4.76, -2.17, -5.29], [3.50, -0.18, -4.61]]
}